Run a
A 2-piece molecular cluster, C6H11NO overall, computed with ωB97M-V/def2-TZVPD.

As for the SMILES: [H]/N=C/C=O.C=C(C)C. The LUMO energy comes out at 0.278 eV. The calculation puts the HOMO-LUMO gap at 0.337 Ha. As for the HOMO energy: -0.32697 hartree.

Structure (XYZ):
```
19
Properties=species:S:1:pos:R:3:nbo_charge:R:1
H -0.782 -0.682 -3.512 0.35
N -0.358 -0.609 -2.589 -0.61
C -0.865 -1.368 -1.726 0.07
C -0.370 -1.449 -0.313 0.32
O -0.770 -2.274 0.507 -0.61
H -1.706 -2.054 -1.897 0.17
H 0.747 -1.180 -0.338 0.11
C -1.054 0.488 0.203 -0.47
C 0.211 0.691 0.707 0.18
C 1.229 1.505 -0.024 -0.67
C 0.553 0.225 2.082 -0.68
H -1.857 0.192 0.863 0.23
H -1.353 1.018 -0.690 0.22
H 0.890 1.769 -1.025 0.24
H 1.411 2.425 0.537 0.23
H 2.175 0.970 -0.102 0.22
H 0.413 1.048 2.797 0.24
H 1.587 -0.122 2.140 0.22
H -0.102 -0.593 2.380 0.25
```


Run b
C6H11NO as an isolated structure, computed with ωB97M-V/def2-TZVPD.

The LUMO energy comes out at -0.221 eV. The calculation puts the HOMO-LUMO gap at 0.289 Ha. As for the HOMO energy: -0.29750 hartree.

Structure (XYZ):
```
19
Properties=species:S:1:pos:R:3:nbo_charge:R:1
C 0.035 -0.678 1.395 -0.58
C -0.742 -0.411 0.060 -0.33
C -0.642 -1.492 -0.995 -0.62
C -0.298 1.017 -0.121 0.31
C 1.174 1.293 -0.096 -0.48
C 2.242 0.190 -0.107 0.32
H 0.241 -2.089 1.514 0.20
H 1.295 -0.049 1.307 0.27
H -0.741 -0.193 2.151 0.22
H -1.948 -0.595 0.249 0.20
H -1.415 -2.146 -0.654 0.22
H 0.367 -1.910 -1.398 0.23
H -1.034 -1.103 -1.961 0.22
H -2.174 1.373 -0.025 0.39
H -1.321 3.078 0.157 0.42
H 1.159 2.428 -0.349 0.24
H 1.634 -0.922 -0.574 0.12
N -1.327 1.937 -0.305 -0.80
O 3.496 0.273 -0.246 -0.54
```


Run c
C6H11NO in the gas phase, computed with ωB97M-V/def2-TZVPD.

The LUMO energy comes out at 0.623 eV. The calculation puts the HOMO-LUMO gap at 0.309 Ha. As for the HOMO energy: -0.28574 hartree.

Structure (XYZ):
```
19
Properties=species:S:1:pos:R:3:nbo_charge:R:1
C 1.256 1.438 -0.584 -0.61
C -0.609 -0.994 1.689 -0.68
C 0.743 -1.662 -0.356 -0.71
N -1.181 1.510 0.300 -0.63
C 0.008 0.757 -0.105 -0.12
C -0.088 -0.639 0.336 0.49
C -1.319 0.674 -0.917 0.30
O -1.694 -0.605 -0.809 -0.66
H -1.077 2.487 0.035 0.36
H -1.436 1.227 -1.854 0.16
H 1.865 0.793 -1.220 0.22
H 1.871 1.770 0.259 0.21
H 1.012 2.323 -1.177 0.22
H 0.801 -2.605 0.189 0.23
H -1.287 -0.237 2.075 0.26
H 0.254 -1.095 2.363 0.23
H -1.116 -1.961 1.665 0.24
H 1.754 -1.317 -0.576 0.23
H 0.243 -1.863 -1.313 0.28
```


Tell me which of them is the least stable. Sure, it is run b.